Here is a structure of composition C29H20Cl3FeNOPS2 from the Open Molecules 2025 dataset. Energies are from ωB97M-V/def2-TZVPD.

```
58
Properties=species:S:1:pos:R:3:nbo_charge:R:1
Fe 0.145 -0.266 0.319 1.530
Cl 4.767 4.328 -2.664 -0.002
C 3.529 3.154 -2.311 -0.059
C 3.054 3.030 -1.021 -0.234
C 2.074 2.084 -0.800 -0.122
Cl 1.407 1.861 0.806 0.053
C 1.533 1.228 -1.762 0.353
O 0.602 0.360 -1.488 -0.802
C 2.056 1.414 -3.056 -0.096
Cl 1.437 0.424 -4.335 0.026
C 3.033 2.350 -3.328 -0.230
H 3.427 3.655 -0.222 0.243
H 3.407 2.455 -4.337 0.243
C -2.086 -3.100 3.253 -0.260
C -3.395 -2.907 2.851 -0.139
C -3.677 -1.892 1.955 -0.242
C -2.644 -1.100 1.473 0.209
N -1.365 -1.322 1.823 -0.536
C -1.106 -2.289 2.710 0.067
C -2.846 0.044 0.567 -0.046
C -4.100 0.615 0.359 -0.213
C -4.228 1.718 -0.469 -0.209
C -3.105 2.249 -1.088 -0.201
C -1.855 1.674 -0.884 -0.204
C -1.716 0.568 -0.049 -0.410
H -1.812 -3.869 3.963 0.227
H -4.190 -3.533 3.234 0.220
H -4.690 -1.716 1.623 0.223
H -0.073 -2.398 3.001 0.225
H -4.977 0.221 0.859 0.205
H -5.201 2.167 -0.623 0.213
H -3.202 3.112 -1.737 0.213
H -0.995 2.089 -1.387 0.215
S 1.906 -1.012 2.213 -0.602
P 2.129 -2.598 1.026 1.159
S 1.060 -2.325 -0.650 -0.520
C 1.677 -4.146 1.863 -0.438
C 0.659 -4.966 1.395 -0.194
C 0.343 -6.138 2.075 -0.203
C 1.042 -6.488 3.220 -0.198
C 2.062 -5.668 3.692 -0.230
C 2.380 -4.503 3.015 -0.122
C 3.868 -2.868 0.611 -0.327
C 4.232 -4.053 -0.028 -0.207
C 5.552 -4.270 -0.385 -0.198
C 6.514 -3.306 -0.102 -0.194
C 6.154 -2.127 0.531 -0.209
C 4.829 -1.905 0.887 -0.204
H 0.115 -4.683 0.503 0.242
H -0.451 -6.775 1.707 0.218
H 0.798 -7.402 3.746 0.217
H 2.610 -5.940 4.585 0.219
H 3.172 -3.861 3.384 0.218
H 3.481 -4.803 -0.249 0.224
H 5.833 -5.190 -0.882 0.217
H 7.547 -3.478 -0.378 0.217
H 6.903 -1.376 0.748 0.219
H 4.537 -0.986 1.380 0.238
```

Properties
relative energy (zero: lowest compared OMol25 entry of this formula, charge and spin) = 0.0 kcal/mol
expectation value of S² = 8.7609
F_max = 0.7 eV/A
frontier orbital gap (spin up / spin down) = 8.2 / 6.9 eV
multiplicity = 6
DFT total energy = -136851.0045 eV

=====

Here is a structure of composition C29H20Cl3N6SV from the Open Molecules 2025 dataset. Energies are from ωB97M-V/def2-TZVPD.

```
60
Properties=species:S:1:pos:R:3:nbo_charge:R:1
V -0.040 -0.047 -0.177 1.498
S -1.126 4.502 6.016 1.084
N 0.195 3.724 5.546 -0.570
C -0.126 3.081 4.435 0.089
C 0.760 2.240 3.661 -0.044
C 2.085 2.007 4.031 -0.057
C 2.840 1.177 3.242 -0.219
C 2.260 0.615 2.112 0.093
N 1.008 0.828 1.715 -0.494
C 0.257 1.639 2.504 0.165
C -1.117 1.843 2.104 0.184
N -1.518 1.208 0.979 -0.522
C -2.795 1.355 0.610 0.082
C -3.716 2.130 1.296 -0.222
C -3.309 2.789 2.432 -0.048
C -1.987 2.642 2.852 -0.063
C -1.467 3.279 4.041 0.148
N -2.146 4.068 4.856 -0.583
H 2.481 2.473 4.925 0.275
H 3.869 0.948 3.482 0.265
H 2.849 -0.041 1.520 0.191
H -3.129 0.837 -0.267 0.192
H -4.731 2.202 0.931 0.267
H -3.985 3.409 3.009 0.276
C -2.872 -1.216 -3.299 -0.206
C -2.030 -2.021 -4.056 -0.065
C -0.723 -2.192 -3.647 -0.197
C -0.251 -1.568 -2.500 0.200
N -1.079 -0.775 -1.770 -0.572
C -2.359 -0.620 -2.178 0.075
C 1.132 -1.735 -2.009 -0.025
C 2.003 -2.570 -2.717 -0.173
C 3.304 -2.792 -2.322 -0.127
C 3.786 -2.176 -1.177 -0.154
C 2.956 -1.339 -0.453 -0.164
C 1.641 -1.118 -0.832 -0.234
H -3.906 -1.056 -3.572 0.272
H -2.388 -2.511 -4.952 0.269
H -0.079 -2.823 -4.238 0.254
H -3.004 -0.003 -1.588 0.204
H 1.657 -3.065 -3.612 0.244
H 3.941 -3.441 -2.910 0.266
H 4.803 -2.339 -0.844 0.261
H 3.407 -0.900 0.411 0.214
Cl -0.696 -1.861 1.312 0.025
C -1.238 -3.531 1.901 -0.312
Cl -2.046 -4.414 0.653 0.104
H -1.908 -3.322 2.725 0.263
H -0.329 -4.033 2.205 0.260
Cl -1.288 4.455 -3.106 0.131
C -0.031 3.520 -2.432 -0.060
C 1.302 3.888 -2.562 -0.096
C 2.269 3.090 -1.969 -0.205
C 1.894 1.956 -1.284 0.072
N 0.599 1.588 -1.174 -0.538
C -0.342 2.370 -1.741 0.023
H 1.572 4.778 -3.117 0.277
H 3.317 3.345 -2.041 0.272
H 2.632 1.327 -0.814 0.230
H -1.379 2.077 -1.647 0.228
```

Properties
relative energy (zero: lowest compared OMol25 entry of this formula, charge and spin) = 43.7 kcal/mol
expectation value of S² = 1.0119
F_max = 1.0 eV/A
frontier orbital gap (spin up / spin down) = 4.9 / 6.1 eV
multiplicity = 2
DFT total energy = -113403.0996 eV
total charge = +3

=====

Here is a structure of composition C29H21Cl3N2O2PS3Tc from the Open Molecules 2025 dataset. Energies are from ωB97M-V/def2-TZVPD.

```
62
Properties=species:S:1:pos:R:3:nbo_charge:R:1
Tc 1.808 -0.023 -0.048 0.741
Cl -1.104 2.163 2.448 0.020
C -2.296 0.986 2.886 -0.014
C -3.181 1.326 3.899 -0.243
C -4.162 0.428 4.281 -0.188
C -4.251 -0.798 3.640 -0.247
C -3.360 -1.121 2.627 -0.121
C -2.354 -0.240 2.215 -0.365
P -1.135 -0.695 0.883 0.891
C -1.937 -0.019 -0.619 -0.357
C -3.072 0.785 -0.605 -0.204
C -3.570 1.321 -1.788 -0.214
C -2.944 1.050 -2.996 -0.212
C -1.812 0.243 -3.018 -0.204
C -1.308 -0.280 -1.837 -0.123
C -1.511 -2.483 0.771 -0.363
C -2.439 -3.028 -0.111 -0.167
C -2.668 -4.400 -0.127 -0.232
C -1.968 -5.234 0.736 -0.214
C -1.034 -4.695 1.612 -0.209
C -0.805 -3.327 1.625 -0.178
H -3.087 2.292 4.379 0.224
H -4.852 0.688 5.076 0.209
H -5.014 -1.511 3.928 0.211
H -3.450 -2.083 2.142 0.222
H -3.572 1.006 0.331 0.213
H -4.448 1.956 -1.762 0.204
H -3.329 1.475 -3.916 0.204
H -1.305 0.037 -3.954 0.210
H -0.409 -0.886 -1.861 0.217
H -2.986 -2.383 -0.787 0.212
H -3.389 -4.815 -0.820 0.203
H -2.139 -6.304 0.713 0.204
H -0.454 -5.337 2.264 0.224
H -0.043 -2.920 2.286 0.244
S 2.432 -3.688 2.595 -0.170
C 2.338 -2.394 1.580 -0.513
S 2.716 -0.739 1.998 0.021
S 1.715 -2.423 -0.048 -0.069
Cl 5.256 0.939 -0.147 0.058
C 5.030 0.698 -1.833 -0.061
C 6.110 0.849 -2.687 -0.236
C 5.945 0.694 -4.052 -0.199
C 4.694 0.396 -4.566 -0.244
C 3.624 0.249 -3.706 -0.040
Cl 2.064 -0.123 -4.361 0.016
C 3.752 0.385 -2.316 0.137
N 2.644 0.233 -1.529 -0.491
H 7.078 1.091 -2.265 0.224
H 6.791 0.810 -4.717 0.210
H 4.540 0.275 -5.631 0.223
O 3.039 2.281 2.302 -0.600
C 2.293 2.719 1.458 0.697
C 2.026 4.210 1.263 -0.518
C 0.973 4.270 0.164 -0.520
C 0.836 2.823 -0.290 0.692
O 0.174 2.467 -1.240 -0.619
N 1.575 1.988 0.524 -0.702
H 2.971 4.671 0.968 0.227
H 1.728 4.653 2.212 0.226
H 1.238 4.893 -0.689 0.226
H -0.004 4.601 0.519 0.227
```

Properties
relative energy (zero: lowest compared OMol25 entry of this formula, charge and spin) = 22.7 kcal/mol
expectation value of S² = 0.7676
F_max = 0.5 eV/A
frontier orbital gap (spin up / spin down) = 6.6 / 7.1 eV
multiplicity = 2
DFT total energy = -119054.0133 eV
total charge = -1

=====

Here is a structure of composition C29H21ClF3I2N7O5Ru from the Open Molecules 2025 dataset. Energies are from ωB97M-V/def2-TZVPD.

```
69
Properties=species:S:1:pos:R:3:nbo_charge:R:1
Ru 0.269 0.530 -0.488 1.123
Cl 4.656 -4.442 1.348 -0.022
C 3.337 -3.553 0.633 -0.087
C 2.238 -4.222 0.179 -0.219
C 1.151 -3.534 -0.394 -0.240
I -0.493 -4.583 -1.104 0.157
C 1.158 -2.157 -0.512 0.323
O 0.215 -1.443 -1.047 -0.659
C 2.320 -1.475 -0.026 0.117
N 2.267 -0.120 -0.159 -0.371
C 3.299 0.595 0.226 0.088
C 4.440 0.010 0.803 -0.262
C 4.501 -1.345 0.969 -0.140
C 3.418 -2.141 0.539 -0.039
H 2.200 -5.300 0.263 0.235
H 3.248 1.661 0.065 0.237
H 5.255 0.651 1.106 0.226
H 5.365 -1.816 1.417 0.228
I -0.833 0.582 -9.422 0.099
C -0.885 0.539 -7.328 -0.139
C -2.013 0.050 -6.687 -0.268
C -2.039 0.020 -5.301 -0.173
C -0.953 0.475 -4.565 -0.074
C 0.166 0.966 -5.224 -0.173
C 0.209 0.998 -6.612 -0.266
C -1.003 0.416 -3.054 0.760
O -1.964 -0.104 -2.502 -0.664
O 0.024 0.963 -2.490 -0.694
H -2.860 -0.302 -7.261 0.217
H -2.899 -0.360 -4.766 0.239
H 1.001 1.324 -4.636 0.248
H 1.082 1.378 -7.125 0.219
C -3.229 -1.739 2.894 -0.444
C -2.566 -2.320 1.663 -0.208
N -1.534 -1.408 1.211 -0.600
C -0.767 -0.679 2.041 0.670
N 0.174 0.114 1.552 -0.568
C 0.821 1.023 2.485 -0.219
C 1.156 0.298 3.772 -0.422
C -0.145 -0.181 4.378 -0.193
N -0.994 -0.808 3.377 -0.433
C -2.154 -1.501 3.931 -0.196
H -3.978 -2.422 3.295 0.212
H -3.725 -0.800 2.644 0.263
H -3.268 -2.451 0.842 0.220
H -2.134 -3.302 1.889 0.180
H -1.444 -1.240 0.217 0.453
H 0.171 1.884 2.690 0.198
H 1.713 1.424 2.009 0.214
H 1.669 0.953 4.478 0.217
H 1.813 -0.547 3.549 0.205
H -0.685 0.662 4.824 0.194
H 0.032 -0.911 5.173 0.194
H -2.542 -0.886 4.748 0.218
H -1.824 -2.454 4.363 0.177
N -1.544 1.310 -0.133 -0.387
C -2.485 1.720 0.394 0.494
C -3.579 2.159 1.127 -0.593
C -3.867 1.481 2.333 0.352
N -4.093 0.903 3.309 -0.455
C -4.330 3.291 0.735 0.311
N -4.946 4.218 0.429 -0.382
F 2.358 5.396 -1.155 -0.318
C 1.842 4.560 -0.249 0.885
F 0.733 5.120 0.239 -0.314
F 2.735 4.485 0.775 -0.344
C 1.633 3.131 -0.815 0.695
O 2.370 2.751 -1.701 -0.630
O 0.737 2.506 -0.155 -0.669
```

Properties
relative energy (zero: lowest compared OMol25 entry of this formula, charge and spin) = 20.2 kcal/mol
expectation value of S² = 0.7564
F_max = 0.9 eV/A
frontier orbital gap (spin up / spin down) = 7.1 / 6.6 eV
multiplicity = 2
DFT total energy = -90545.7467 eV
total charge = -1

=====

Here is a structure of composition C29H21ClF3I2N7O5Ru from the Open Molecules 2025 dataset. Energies are from ωB97M-V/def2-TZVPD.

```
69
Properties=species:S:1:pos:R:3:nbo_charge:R:1
Ru 0.162 -0.124 0.224 1.727
Cl 4.285 -0.374 -5.601 -0.034
C 3.662 -0.189 -3.977 -0.102
C 4.435 0.400 -3.017 -0.214
C 3.974 0.562 -1.699 -0.243
I 5.192 1.461 -0.280 0.153
C 2.713 0.131 -1.304 0.342
O 2.247 0.223 -0.111 -0.694
C 1.904 -0.455 -2.348 0.106
N 0.658 -0.819 -1.966 -0.450
C -0.142 -1.423 -2.806 0.074
C 0.246 -1.691 -4.131 -0.270
C 1.479 -1.291 -4.561 -0.146
C 2.362 -0.647 -3.665 -0.037
H 5.427 0.745 -3.276 0.233
H -1.121 -1.692 -2.430 0.220
H -0.439 -2.204 -4.794 0.219
H 1.800 -1.473 -5.578 0.225
I -0.152 8.684 2.436 0.121
C -0.119 6.666 1.903 -0.137
C 0.768 6.237 0.927 -0.260
C 0.773 4.898 0.565 -0.150
C -0.089 4.002 1.183 -0.151
C -0.954 4.443 2.175 -0.145
C -0.981 5.782 2.535 -0.258
C -0.074 2.563 0.771 0.782
O 0.496 2.256 -0.314 -0.752
O -0.606 1.701 1.511 -0.682
H 1.446 6.935 0.457 0.222
H 1.448 4.534 -0.197 0.240
H -1.593 3.724 2.671 0.241
H -1.657 6.130 3.303 0.223
C -2.078 1.964 -4.619 -0.415
C -1.055 2.565 -3.679 -0.203
N -0.956 1.741 -2.491 -0.635
C -1.991 1.060 -1.940 0.656
N -1.819 0.501 -0.774 -0.638
C -2.992 -0.015 -0.073 -0.228
C -3.967 -0.657 -1.040 -0.420
C -4.343 0.370 -2.084 -0.195
N -3.149 0.958 -2.673 -0.449
C -3.370 1.785 -3.849 -0.197
H -1.726 0.993 -4.975 0.213
H -2.237 2.612 -5.481 0.215
H -1.349 3.591 -3.422 0.177
H -0.068 2.613 -4.142 0.211
H -0.272 2.028 -1.794 0.455
H -3.473 0.801 0.479 0.183
H -2.658 -0.745 0.660 0.242
H -4.862 -1.010 -0.526 0.216
H -3.485 -1.519 -1.508 0.215
H -4.958 1.156 -1.625 0.176
H -4.931 -0.071 -2.893 0.194
H -3.779 2.765 -3.567 0.177
H -4.125 1.284 -4.458 0.201
N 0.491 -0.639 2.305 -0.557
C 1.138 -0.527 3.263 0.502
C 1.854 -0.390 4.434 -0.582
C 1.489 0.633 5.350 0.319
N 1.194 1.464 6.095 -0.396
C 2.927 -1.272 4.731 0.316
N 3.797 -1.983 4.988 -0.387
F 0.585 -5.236 -0.086 -0.313
C -0.472 -4.444 0.106 0.888
F -1.060 -4.814 1.258 -0.322
F -1.347 -4.700 -0.889 -0.334
C -0.095 -2.947 0.145 0.688
O 1.087 -2.636 0.256 -0.626
O -1.074 -2.147 0.084 -0.750
```

Properties
relative energy (zero: lowest compared OMol25 entry of this formula, charge and spin) = 8.1 kcal/mol
expectation value of S² = 8.7574
F_max = 0.4 eV/A
frontier orbital gap (spin up / spin down) = 7.2 / 6.7 eV
multiplicity = 6
DFT total energy = -90543.6366 eV
total charge = -1

=====

Here is a structure of composition C29H21ClF6I2N3OS2SbSr from the Open Molecules 2025 dataset. Energies are from ωB97M-V/def2-TZVPD.

```
67
Properties=species:S:1:pos:R:3:nbo_charge:R:1
Sr 0.696 -2.405 0.569 1.844
I -2.639 -6.752 0.266 0.118
C -3.222 -4.813 0.774 -0.274
C -4.529 -4.567 1.211 -0.219
C -4.943 -3.299 1.525 -0.203
I -6.922 -3.036 2.168 0.087
C -4.051 -2.204 1.429 -0.134
C -4.352 -0.867 1.769 -0.140
C -3.398 0.103 1.658 -0.263
C -2.123 -0.253 1.188 0.060
N -1.813 -1.482 0.863 -0.510
C -2.733 -2.475 0.987 0.155
C -2.265 -3.804 0.622 0.341
O -1.074 -3.978 0.203 -0.831
H -5.216 -5.398 1.293 0.228
H -5.344 -0.624 2.126 0.221
H -3.609 1.132 1.917 0.215
H -1.344 0.493 1.068 0.200
S 3.438 -3.176 -3.930 -0.335
C 2.515 -3.069 -2.601 0.131
N 1.832 -2.921 -1.661 -0.745
F 0.614 -1.112 2.767 -0.718
Sb 2.005 -2.037 3.729 3.167
F 1.474 -3.570 2.701 -0.710
F 3.064 -1.642 2.198 -0.694
F 3.388 -2.972 4.573 -0.664
F 2.505 -0.417 4.545 -0.677
F 0.752 -2.462 5.053 -0.665
Cl -3.286 0.020 -1.838 0.001
C -1.735 0.298 -2.569 -0.010
C -1.354 1.600 -2.818 -0.260
C -0.132 1.866 -3.429 -0.245
C 0.700 0.805 -3.796 -0.183
C 0.335 -0.492 -3.524 -0.179
C -0.898 -0.807 -2.886 -0.171
C -1.213 -2.132 -2.576 -0.276
H -2.021 2.407 -2.542 0.222
H 0.161 2.889 -3.631 0.211
H 1.644 1.006 -4.284 0.211
H 0.997 -1.311 -3.779 0.247
H -0.496 -2.910 -2.794 0.221
H -2.130 -2.401 -2.077 0.205
N 1.092 0.004 -0.279 -1.227
S 1.971 0.982 0.589 1.120
C 3.010 1.928 -0.527 -0.172
C 3.444 1.264 -1.666 -0.236
C 4.327 1.903 -2.525 -0.191
C 4.774 3.185 -2.238 -0.209
C 4.345 3.834 -1.087 -0.215
C 3.462 3.205 -0.221 -0.234
C 0.938 2.285 1.252 -0.180
C 0.760 2.287 2.627 -0.225
C -0.155 3.168 3.191 -0.198
C -0.885 4.022 2.378 -0.203
C -0.706 4.003 0.998 -0.215
C 0.207 3.131 0.428 -0.229
H 0.627 0.471 -1.057 0.369
H 3.087 0.261 -1.870 0.264
H 4.668 1.390 -3.415 0.225
H 5.465 3.680 -2.909 0.212
H 4.697 4.832 -0.862 0.213
H 3.123 3.707 0.676 0.223
H 1.315 1.592 3.247 0.250
H -0.304 3.173 4.263 0.220
H -1.604 4.702 2.818 0.214
H -1.284 4.665 0.366 0.216
H 0.345 3.095 -0.646 0.230
```

Properties
expectation value of S² = 0.7911
F_max = 0.9 eV/A
frontier orbital gap (spin up / spin down) = 7.0 / 6.4 eV
multiplicity = 2
DFT total energy = -111014.1704 eV
total charge = -1